Computed, not measured: an isolated molecule of C5H11OP, with the ωB97M-V functional and the def2-TZVPD basis.

Output
Total charge: 0
E_LUMO (alpha / beta), eV: -0.02 / -0.68
Orbital gap (alpha / beta), eV: 8.26 / 7.38

Cartesian coordinates (Å):
C1 -0.3772 1.4745 0.6062
C2 0.7935 0.5449 0.2315
C3 -1.5684 1.3351 -0.4207
C4 0.5505 -0.8987 0.6492
C5 1.3729 -1.9899 0.0181
O1 -3.3665 -0.7820 0.6016
P1 -2.1664 -0.4869 -0.2290
H1 -0.4545 1.2423 1.6360
H2 -0.1843 2.4948 0.5229
H3 1.0126 0.5781 -0.8420
H4 1.8488 0.9699 0.6638
H5 -2.3284 2.0612 -0.1150
H6 -1.1147 1.3967 -1.4359
H7 0.3129 -1.1012 1.7193
H8 2.1831 -2.2008 0.7382
H9 1.8571 -1.6310 -0.9324
H10 0.7725 -2.9598 -0.1468
H11 -2.4159 -0.5327 -1.4978

***

Computed, not measured: an isolated molecule of C3H4O, with the ωB97M-V functional and the def2-TZVPD basis.

Output
Spin multiplicity: 3
Total charge: 0
E_LUMO (alpha / beta), eV: 1.15 / -0.86
Expectation value of S²: 2.011
Orbital gap (alpha / beta), eV: 7.91 / 8.54

Cartesian coordinates (Å):
C1 0.6577 -0.2246 0.5948
C2 1.7800 -0.0496 0.0129
C3 -1.7528 -0.0147 -0.0547
O1 -0.5460 0.0622 0.2879
H1 1.7416 0.4618 -0.9301
H2 2.8308 -0.0858 0.3050
H3 -2.4391 0.7738 0.2153
H4 -2.2722 -0.9230 -0.4310

***

Computed, not measured: C4H10N4 as an isolated structure, with the ωB97M-V functional and the def2-TZVPD basis.

Output
Total charge: 0
E_LUMO (alpha / beta), eV: 0.71 / 0.71
Orbital gap (alpha / beta), eV: 8.15 / 8.15

Cartesian coordinates (Å):
C1 -0.6013 1.7643 0.3133
C2 -0.7847 -0.7732 -0.1159
C3 -0.0838 0.4449 -0.1767
N1 2.7141 0.4060 -0.4291
N2 -0.4827 -1.8746 -0.9599
N3 -2.1552 -0.7159 0.2644
C4 0.8416 -0.3479 0.8105
N4 2.0654 0.0634 0.6973
H1 2.1447 0.7032 -1.2154
H2 3.4980 1.0130 -0.2423
H3 0.4882 -1.9118 -1.2333
H4 -0.7797 -2.7703 -0.5965
H5 -2.6571 -0.0123 -0.2610
H6 -2.6430 -1.5891 0.1099
H7 0.6057 -0.7600 1.7843
H8 -1.4364 1.6679 1.0114
H9 0.1976 2.3355 0.7862
H10 -0.9315 2.3567 -0.5472

***

Computed, not measured: C26H47N5OSSi3Sn as an isolated structure, with the ωB97M-V functional and the def2-TZVPD basis.

Output
Total charge: +2
E_LUMO, eV: -6.94
Orbital gap, eV: 8.03

Cartesian coordinates (Å):
Sn1 0.1374 -0.0750 -0.4840
C1 -3.7400 -0.2858 -0.5514
O1 -2.5489 -0.1302 0.2418
Si1 -2.0976 -0.9388 1.6264
C2 -3.0928 -0.2511 3.0346
C3 -2.5592 -2.7667 1.4079
C4 -0.1716 -0.5314 1.6602
Si2 0.9044 -2.0901 2.1448
C5 1.0794 -3.3874 0.8179
C6 0.0274 -2.9904 3.5665
C7 2.6211 -1.6293 2.8005
Si3 0.2523 0.9481 2.9014
C8 2.0893 1.4808 2.6285
C9 -0.9094 2.3886 2.6170
C10 -0.0644 0.2870 4.6923
H1 -4.7249 -0.0373 -0.0785
H2 -3.7543 -1.3462 -0.8661
H3 -3.5603 0.3334 -1.4752
H4 -3.2981 -1.0400 3.8438
H5 -4.1047 -0.0495 2.5866
H6 -2.7615 0.6394 3.5232
H7 -3.6764 -2.8304 1.1305
H8 -2.5107 -3.3171 2.3698
H9 -1.9489 -3.2982 0.6762
H10 0.0372 -3.5740 0.5542
H11 1.5180 -4.3123 1.2121
H12 1.6936 -3.1240 -0.0448
H13 -0.1616 -4.0329 3.3257
H14 -0.9074 -2.4397 3.7531
H15 0.6284 -2.9407 4.5270
H16 3.1950 -1.1217 2.0269
H17 3.0965 -2.5695 3.1250
H18 2.6471 -0.9802 3.6315
H19 2.4786 0.9563 1.7438
H20 2.7487 1.3678 3.5185
H21 2.1179 2.5486 2.4177
H22 -0.3625 3.3193 2.2606
H23 -1.4111 2.5557 3.5676
H24 -1.6491 2.1846 1.8483
H25 -1.0688 -0.0354 4.9435
H26 0.2279 1.1411 5.3033
H27 0.6408 -0.5205 4.9329
N1 -1.7729 7.1456 -1.7452
C11 -1.5422 6.0195 -1.5250
C12 -1.1361 4.6933 -1.2687
C13 -1.5551 3.6792 -2.2120
C14 -1.2321 2.3575 -1.9469
N2 -0.3670 1.9651 -0.9076
C15 0.0935 2.9949 -0.1373
C16 -0.4339 4.2580 -0.1539
H28 -2.0705 3.8520 -3.1427
H29 -1.6954 1.5462 -2.5556
H30 0.9484 2.7510 0.4903
H31 -0.2830 4.8906 0.6922
C17 5.8509 0.2495 1.3496
C18 5.8632 1.0235 0.0366
C19 4.5541 0.7912 -0.7279
N3 3.4327 0.3961 -0.1926
N4 2.4003 0.2476 -1.1144
C20 2.7914 0.3850 -2.3896
N5 2.1478 0.0002 -3.4617
S1 4.4272 1.0273 -2.4994
H32 6.8723 0.2052 1.7818
H33 5.5802 -0.7707 1.1598
H34 5.2141 0.7132 2.1459
H35 6.6729 0.6908 -0.7079
H36 6.0176 2.1103 0.2302
H37 1.2511 -0.5354 -3.3449
H38 2.5632 0.0012 -4.4090
C21 -1.5497 -2.5705 -5.0743
C22 -2.0208 -1.3377 -4.2838
C23 -1.7442 -0.0235 -5.0029
C24 -3.5092 -1.5428 -4.0186
C25 -1.2972 -1.2225 -3.0371
C26 -0.5099 -1.1346 -2.1091
H39 -2.2745 -2.9460 -5.8427
H40 -1.3735 -3.4142 -4.3934
H41 -0.6222 -2.3557 -5.6006
H42 -2.3868 0.1811 -5.9229
H43 -0.7402 0.0345 -5.3514
H44 -2.0006 0.8677 -4.3769
H45 -4.0718 -1.5303 -4.9666
H46 -3.8893 -0.6750 -3.4032
H47 -3.6600 -2.5231 -3.5220